C20H64O20 | ωB97M-V with the def2-TZVPD basis set

The total energy comes out at -62718.888 eV. The calculation puts the lowest unoccupied orbital energy at 0.2 eV. Its molar mass is 624.7 Da. As for the gap between HOMO and LUMO: 10.05 eV. Its energy above the lowest of the compared OMol25 structures with the same formula, charge and spin is 4.434 eV. For the highest occupied orbital energy, the calculation gives -9.83 eV.

Structure (ORCA input):
```
! RIJCOSX wB97M-V def2-TZVPD def2/J DEFGRID3
* xyz 0 1
C -3.22284 3.71889 4.45371
C -2.72936 3.15207 5.80732
O -2.40709 4.25132 6.71271
O -3.27538 2.73672 3.38272
H -2.50310 4.45026 4.08605
H -4.18658 4.15518 4.71630
H -1.79296 2.61273 5.66461
H -3.48832 2.45788 6.16811
H -2.43849 3.99496 7.63732
H -2.38476 2.57416 3.06340
C 0.30306 -6.30147 -3.71171
C 0.31827 -6.59394 -5.25456
O -1.00315 -6.89359 -5.73629
O -0.45185 -5.19540 -3.32478
H 1.32086 -6.06035 -3.40504
H -0.05970 -7.21067 -3.23227
H 0.97852 -7.39799 -5.57963
H 0.85802 -5.75774 -5.69903
H -1.29678 -7.67765 -5.26658
H -1.34622 -5.37554 -3.62356
C 7.11302 -4.58878 3.28913
C 6.76361 -3.42367 2.33322
O 5.51731 -2.89578 2.70521
O 8.41455 -5.09034 3.10592
H 6.40757 -5.41160 3.17332
H 7.05359 -4.26192 4.32728
H 6.68516 -3.89640 1.35420
H 7.58090 -2.70348 2.29522
H 5.58414 -2.41903 3.53578
H 8.51435 -5.84845 3.68635
C -6.46843 -1.57517 -0.31529
C -5.01284 -2.02212 -0.38828
O -4.52796 -1.94307 -1.69039
O -7.36565 -2.60115 -0.73205
H -6.69375 -0.73641 -0.97393
H -6.77347 -1.28444 0.68996
H -4.92112 -3.02348 0.03240
H -4.36099 -1.44594 0.26839
H -4.60122 -2.79982 -2.11724
H -7.06718 -2.97126 -1.56603
C -0.00434 0.44447 -7.09163
C -0.49207 -0.41019 -5.91643
O -1.64632 -1.19738 -6.23654
O 0.65358 -0.41280 -8.13308
H 0.64298 1.26476 -6.78143
H -0.83820 0.94412 -7.58468
H -0.70208 0.24961 -5.07461
H 0.33919 -1.01908 -5.56099
H -2.40283 -0.64629 -6.02299
H 1.56397 -0.57457 -7.87500
C -4.89327 2.41229 -4.53498
C -5.82576 3.58302 -4.84211
O -6.00174 3.69508 -6.23332
O -5.38747 1.06920 -4.73021
H -4.42166 2.44548 -3.55285
H -3.99047 2.52890 -5.13453
H -5.33952 4.49216 -4.48838
H -6.81777 3.49478 -4.39916
H -5.14128 3.83205 -6.63638
H -5.14587 0.54814 -3.96097
C 1.00891 0.40902 1.21857
C 0.47087 0.21430 -0.19241
O 1.33571 0.96149 -1.05892
O 0.58287 1.66341 1.73543
H 2.09602 0.35036 1.27208
H 0.60896 -0.40221 1.82689
H -0.50005 0.69677 -0.30479
H 0.36037 -0.78435 -0.61502
H 2.19184 0.53269 -1.12794
H 0.81686 2.40153 1.16794
C -0.89798 5.68789 -1.57644
C 0.39433 6.35170 -1.10893
O 1.01418 5.58262 -0.10925
O -0.59379 4.68859 -2.51487
H -1.47524 6.45648 -2.09038
H -1.43952 5.27565 -0.72504
H 0.06913 7.33503 -0.76923
H 1.12126 6.49778 -1.90789
H 1.89800 5.92055 0.05289
H 0.12367 4.15113 -2.17135
C 2.88742 4.54416 6.36239
O 4.10383 3.92256 6.63718
H 2.91722 5.46774 5.78427
H 2.20794 3.97129 5.73135
H 2.34800 4.86857 7.25227
H 4.70835 4.64030 6.83966
C -2.31946 -3.53676 4.47953
O -1.45677 -3.22166 5.53753
H -2.08339 -3.17832 3.47758
H -2.41064 -4.61779 4.37397
H -3.27561 -3.13174 4.81096
H -0.90006 -3.99835 5.62931
C 6.88847 -0.44104 -2.05806
O 5.63609 -0.49661 -1.42488
H 6.83234 0.33027 -2.82618
H 7.76770 -0.21931 -1.45317
H 6.96472 -1.41959 -2.53213
H 5.71550 -1.09532 -0.67866
C 2.57714 -0.48853 6.30634
O 3.89935 -0.18871 5.93683
H 2.38762 -1.53530 6.06873
H 2.35236 -0.34492 7.36320
H 1.81900 0.13890 5.83767
H 4.06366 0.59846 6.46122
*
```